1.
{"formula": "C4H8", "method": "ωB97M-V with the def2-TZVPD basis set", "species": ["C", "H", "C", "H", "H", "C", "H", "H", "C", "H", "H", "H"], "xyz": [[0.29, 0.50, 0.24], [-1.26, 1.37, -1.04], [0.62, -0.90, 0.73], [0.29, -0.83, -1.47], [2.01, -0.55, -1.00], [-1.18, 0.81, -0.10], [-0.26, -1.51, 0.90], [-1.71, 1.44, 0.63], [0.96, -0.50, -0.68], [-1.73, -0.13, -0.18], [1.44, -1.20, 1.39], [0.53, 1.49, 0.58]], "mulliken_charge": [0.151, 0.288, -0.592, 0.218, 0.265, -1.275, 0.201, 0.349, -0.551, 0.335, 0.259, 0.351], "e_above_lowest_kj_mol": 90.38, "multiplicity": 1, "lumo_ev": 1.33, "fmax_ha_per_bohr": 0.0411, "smiles": "CC1CC1", "e_homo_ha": -0.376, "homo_lumo_gap_ev": 11.566}

---

2.
{"formula": "C4H8", "method": "ωB97M-V with the def2-TZVPD basis set", "species": ["H", "H", "H", "C", "H", "C", "H", "H", "H", "C", "C", "H"], "xyz": [[0.96, 0.19, -6.49], [0.85, 1.83, 1.59], [-1.64, 1.34, 1.67], [0.65, 0.85, 2.00], [-0.46, -2.14, 0.61], [0.29, -1.44, 0.96], [0.98, -0.42, -6.88], [1.35, -1.55, 0.77], [0.51, 0.94, 3.06], [-1.38, 0.41, 1.17], [-0.06, -0.11, 1.19], [-2.03, 0.11, 0.35]], "mulliken_charge": [0.000, 0.314, 0.314, -0.772, 0.312, -0.709, 0.000, 0.296, 0.262, -0.984, 0.685, 0.283], "e_above_lowest_kj_mol": 607.29, "multiplicity": 1, "lumo_ev": -1.43, "fmax_ha_per_bohr": 0.0878, "e_homo_ha": -0.258, "homo_lumo_gap_ev": 5.591}

---

3.
{"formula": "C4H8", "method": "ωB97M-V with the def2-TZVPD basis set", "species": ["H", "C", "C", "H", "C", "H", "H", "H", "H", "H", "C", "H"], "xyz": [[-2.07, 0.33, -1.39], [1.40, -0.57, -0.22], [0.64, 0.37, 0.63], [2.48, -0.42, -0.12], [-1.50, -0.10, -0.57], [1.07, -0.45, -1.27], [1.01, 0.53, 1.65], [-1.22, 0.58, 1.37], [1.22, -1.64, 0.00], [-1.35, -1.17, -0.59], [-0.77, 0.73, 0.35], [-0.91, 1.81, 0.17]], "mulliken_charge": [0.281, -1.033, -0.418, 0.342, -0.969, 0.308, 0.355, 0.195, 0.253, 0.360, 0.065, 0.262], "e_above_lowest_kj_mol": 310.45, "multiplicity": 1, "lumo_ev": [0.92, 0.50], "fmax_ha_per_bohr": 0.0335, "e_homo_ha": [-0.293, -0.273], "homo_lumo_gap_ev": [8.896, 7.935]}

---

4.
{"formula": "C4H8BN3O", "method": "ωB97M-V with the def2-TZVPD basis set", "species": ["C", "H", "H", "H", "N", "H", "C", "C", "H", "H", "N", "N", "H", "B", "C", "O", "H"], "xyz": [[-3.06, -0.58, 0.09], [0.90, 1.41, 0.58], [-3.19, 1.61, -0.49], [-4.16, -0.90, -0.03], [0.43, -1.00, -0.04], [0.17, -2.08, -0.36], [-0.86, -0.50, -0.02], [-2.63, 0.67, -0.20], [1.46, 1.47, -1.05], [-1.86, -2.26, 0.50], [-1.92, -1.39, 0.09], [-1.30, 0.72, -0.20], [3.68, -1.04, 0.03], [1.74, -0.39, -0.06], [1.83, 1.16, 0.03], [2.77, -1.17, -0.30], [2.71, 1.57, 0.39]], "mulliken_charge": [-0.408, 0.269, 0.360, 0.269, -0.242, 0.262, 0.319, -0.228, 0.254, 0.212, -0.192, -0.442, 0.329, 0.297, -0.838, -0.595, 0.375], "e_above_lowest_kj_mol": 38.85, "multiplicity": 1, "lumo_ev": 0.46, "fmax_ha_per_bohr": 0.0966, "smiles": "CB(O)Nc1ncc[nH]1", "e_homo_ha": -0.290, "homo_lumo_gap_ev": 8.367}

---

5.
{"formula": "C4H8BrF", "method": "ωB97M-V with the def2-TZVPD basis set", "species": ["H", "H", "H", "Br", "H", "C", "C", "H", "F", "H", "C", "C", "H", "H"], "xyz": [[1.00, -1.22, 1.03], [-1.55, 0.07, 1.73], [-0.85, -0.32, -2.09], [2.95, 0.10, 0.03], [-1.67, -0.95, 0.23], [1.09, -0.09, 0.96], [0.13, -0.22, -1.37], [-2.14, 0.75, 0.22], [-0.04, 1.73, -0.14], [0.59, -1.24, -1.26], [-0.08, 0.41, 0.01], [-1.49, 0.01, 0.58], [0.77, 0.55, -1.92], [1.28, 0.42, 1.98]], "mulliken_charge": [0.363, 0.313, 0.303, -0.195, 0.408, -0.883, -1.329, 0.395, -0.357, 0.349, 1.230, -1.402, 0.389, 0.415], "e_above_lowest_kj_mol": 71.52, "multiplicity": 1, "lumo_ev": 0.66, "fmax_ha_per_bohr": 0.0706, "smiles": "CC(C)(F)CBr", "e_homo_ha": -0.372, "homo_lumo_gap_ev": 10.789}

---

6.
{"formula": "C4H8BrFN", "method": "ωB97M-V with the def2-TZVPD basis set", "species": ["H", "C", "N", "C", "F", "H", "H", "H", "H", "H", "H", "C", "C", "H", "Br"], "xyz": [[0.08, 1.84, -0.62], [2.14, -1.99, 1.03], [-0.88, 1.78, -1.20], [-1.46, 0.45, -1.00], [-1.37, 0.71, 1.36], [2.09, -2.79, 1.76], [-1.60, 2.40, -0.88], [-1.83, -1.01, 0.41], [3.17, -2.02, 0.75], [-1.71, -0.25, -1.84], [0.36, -0.75, 1.40], [-1.60, -0.04, 0.22], [1.37, -0.93, 0.91], [-0.76, 2.04, -2.21], [2.00, 0.54, -0.09]], "mulliken_charge": [0.262, -0.625, -0.210, -0.235, -0.226, 0.290, 0.393, 0.544, 0.288, 0.309, 0.338, -0.333, 0.012, 0.370, -0.178], "e_above_lowest_kj_mol": 94.86, "multiplicity": 1, "lumo_ev": -3.77, "fmax_ha_per_bohr": 0.0729, "e_homo_ha": -0.492, "charge": 1, "homo_lumo_gap_ev": 9.606}